(A)
Computed, not measured: C7H9N in the gas phase, with wB97M-V/def2-TZVPD.

The geometry in XYZ format:
```
17
Properties=species:S:1:pos:R:3:nbo_charge:R:1
C 0.6303 0.3116 0.9609 -0.036
C 1.6065 -0.1461 0.4147 0.015
C 0.6930 1.4463 -0.9963 0.352
C -0.6557 1.0635 0.8250 -0.106
C 2.8050 -0.5741 -0.1955 -0.701
C -1.5814 -0.8491 -0.5596 -0.631
C -1.8414 0.1454 0.5993 -0.400
N -0.3051 1.8327 -0.3978 -0.581
H -0.6563 1.8456 1.6361 0.241
H 3.1360 -1.6208 0.1352 0.247
H 3.5695 0.1919 -0.1796 0.250
H 2.4769 -0.6336 -1.3483 0.254
H -0.9106 -0.6319 -1.4358 0.236
H -2.5665 -0.9584 -1.0605 0.212
H -1.4277 -1.8235 -0.0973 0.213
H -2.1967 -0.3157 1.4179 0.220
H -2.7759 0.7163 0.2817 0.214
```

The HOMO-LUMO gap is 9.66 eV. The spin multiplicity is 1. For the molecular weight, the calculation gives 107.16 u.

(B)
Computed, not measured: 2 unconnected molecules or ions with the total composition C7H9N, with wB97M-V/def2-TZVPD.

The geometry in XYZ format:
```
17
Properties=species:S:1:pos:R:3:nbo_charge:R:1
C -0.3977 -0.2445 0.3958 -0.076
C 0.4519 -0.2565 1.2329 0.032
C -0.1476 3.8266 0.7595 0.301
C -1.1320 0.0004 -0.7729 -0.286
C -1.3850 -0.8773 -1.7305 -0.130
C 1.5311 -0.1278 2.2698 -0.678
C -1.0423 -2.3056 -1.7793 -0.663
N 0.9610 3.9050 0.4052 -0.747
H -1.3911 1.1133 -0.8964 0.233
H -1.9242 -0.5015 -2.6440 0.198
H 1.0753 -0.3621 3.2890 0.236
H 1.7988 0.8685 2.4240 0.227
H 2.4289 -0.7635 2.0719 0.235
H -0.0630 -2.4016 -1.3684 0.224
H -1.0383 -2.7147 -2.8208 0.218
H -1.6772 -2.9050 -1.1573 0.228
H 1.9516 3.7463 0.3216 0.448
```

The HOMO-LUMO gap is 9.40 eV. The spin multiplicity is 1. For the molecular weight, the calculation gives 107.16 u.

(C)
Computed, not measured: C7H9N in the gas phase, with wB97M-V/def2-TZVPD.

The geometry in XYZ format:
```
17
Properties=species:S:1:pos:R:3:nbo_charge:R:1
C 1.4808 -0.9419 -0.1155 -0.438
C 1.2231 0.5941 -0.2070 -0.197
C 0.0649 1.0877 0.7214 -0.316
C -0.7072 -0.2359 0.9505 -0.272
C -1.8617 -0.1202 -0.1493 -0.190
N -0.7010 -0.0710 -1.0992 -0.413
C 0.0726 0.9765 -0.8835 -0.090
C -0.0412 -1.1970 -0.1093 -0.061
H 2.0873 -1.3118 -0.8997 0.225
H 1.9732 -1.0157 0.9353 0.226
H 2.1258 1.2134 -0.1367 0.221
H -0.0423 2.0347 1.1182 0.228
H -0.5682 -0.3094 2.1120 0.230
H -2.3280 -1.1493 -0.5660 0.200
H -2.4402 0.6609 -0.0464 0.183
H 0.0916 2.0507 -1.2893 0.227
H -0.4297 -2.2661 -0.3354 0.237
```

The HOMO-LUMO gap is 9.23 eV. The spin multiplicity is 1. For the molecular weight, the calculation gives 107.16 u. Its SMILES is C1[C@@H]2[C@@H]3[C@H]4CN([C@H]23)[C@@H]14.

(B) is the most stable structure; the next one sits 30.6 kcal/mol above it.

(A)
Computed, not measured: a gas-phase ion, C4H8N3O (charge +1), with wB97M-V/def2-TZVPD.

The geometry in XYZ format:
```
16
Properties=species:S:1:pos:R:3:nbo_charge:R:1
C -1.2046 0.1283 -1.3237 -0.149
C -1.6468 0.1121 -0.0791 -0.093
C 1.0661 -0.4640 0.4323 0.610
C 0.2351 0.5740 -1.5464 -0.265
N 1.2459 -0.2629 -0.8390 -0.589
N -0.9491 0.8671 0.8846 -0.043
N 1.5664 -1.2383 1.3228 -0.756
O -1.2821 0.8458 2.1896 -0.482
H -1.7586 -0.3621 -2.1834 0.254
H -2.6292 -0.5192 0.1677 0.250
H 0.5535 0.6592 -2.5401 0.238
H 0.3741 1.5502 -1.1260 0.246
H 1.9406 -0.8520 -1.3441 0.429
H 2.3651 -1.7301 1.1821 0.404
H 1.3124 -1.0902 2.2907 0.437
H -1.1888 1.7819 2.5119 0.510
```

The HOMO-LUMO gap (alpha / beta) is 8.58 / 7.55 eV. The spin multiplicity is 1. For the molecular weight, the calculation gives 114.13 u. As for the net charge: +1.

(B)
Computed, not measured: a gas-phase ion, C4H8N3O (charge +1), with wB97M-V/def2-TZVPD.

The geometry in XYZ format:
```
16
Properties=species:S:1:pos:R:3:nbo_charge:R:1
C -0.4504 -0.5611 -3.1314 0.040
C -0.3334 -0.0285 1.2868 0.056
C -0.1953 -0.2203 -1.0206 0.478
C 0.6633 0.1963 2.4026 -0.676
N -0.1063 -1.3932 0.6995 -0.131
N -0.1682 -1.3766 -0.5212 -0.185
N 0.0415 0.8395 0.0325 -0.590
O -0.0513 0.1962 -2.2047 -0.345
H -1.0483 -1.5434 -2.9389 0.223
H -0.3436 -0.1082 -4.1280 0.206
H -1.4329 0.1938 1.6197 0.267
H 0.4782 -0.4918 3.2161 0.276
H 0.5006 1.2156 2.9157 0.240
H 1.7446 0.3173 2.2411 0.250
H -0.3683 1.6110 -0.4365 0.449
H 1.0697 1.1535 -0.0327 0.441
```

The HOMO-LUMO gap (alpha / beta) is 8.84 / 7.15 eV. The spin multiplicity is 1. For the molecular weight, the calculation gives 114.13 u. As for the net charge: +1.

(A) is the most stable structure; the next one sits 23.5 kcal/mol above it.

(A)
Computed, not measured: 2 unconnected molecules or ions with the total composition C6H14O, with wB97M-V/def2-TZVPD.

The geometry in XYZ format:
```
21
Properties=species:S:1:pos:R:3:nbo_charge:R:1
C 0.5259 -1.0077 2.4424 -0.400
O -1.2138 0.0370 1.5276 -0.658
C -1.3490 -0.1471 0.2183 -0.030
C 0.0061 0.2613 -0.6865 -0.098
C -0.3308 -0.2022 -2.1022 -0.599
C 0.1607 1.7771 -0.6041 -0.612
C 1.1428 -0.4526 -0.0657 -0.452
H 1.5545 -1.4051 2.4767 0.185
H -0.2246 -1.7850 2.4410 0.228
H 0.3741 -0.1617 3.0999 0.231
H -2.1153 0.5102 -0.2531 0.179
H -1.6040 -1.1964 -0.0446 0.123
H -0.3974 -1.2934 -2.1484 0.209
H 0.3812 0.1327 -2.8684 0.212
H -1.3132 0.2002 -2.3759 0.209
H 0.2443 2.0763 0.4435 0.224
H -0.7273 2.2586 -1.0268 0.209
H 1.0374 2.1687 -1.1398 0.205
H 0.7734 -0.6147 1.0664 0.197
H 2.0411 0.1120 0.1719 0.219
H 1.3888 -1.4266 -0.4978 0.217
```

The HOMO-LUMO gap (alpha / beta) is 7.73 / 7.70 eV. The spin multiplicity is 1. For the molecular weight, the calculation gives 102.18 u.

(B)
Computed, not measured: a molecular structure, C6H14O, with wB97M-V/def2-TZVPD.

The geometry in XYZ format:
```
21
Properties=species:S:1:pos:R:3:nbo_charge:R:1
C -1.3483 -1.3391 -0.8356 -0.695
C -0.7452 -1.0890 0.4594 -0.120
C -2.2388 1.5200 0.7205 -0.896
C 0.5232 -0.7350 0.7131 -0.237
C 1.4214 -0.3103 -0.3162 0.034
C 2.1872 0.9381 -0.0389 -0.615
O 2.4351 -1.2926 -0.4157 -0.715
H -2.2076 -1.9538 -1.0996 0.238
H -0.5498 -1.7798 -1.4593 0.229
H -1.5905 -0.4411 -1.4276 0.229
H -1.3450 -1.5062 1.2525 0.208
H -3.2444 1.1025 0.7227 0.215
H -2.0341 2.0683 -0.2059 0.205
H -2.0826 2.1441 1.6056 0.210
H 0.8857 -0.8204 1.7288 0.221
H -1.0952 0.7854 0.8430 0.237
H 1.1097 -0.1086 -1.3638 0.169
H 2.5348 0.7723 0.9817 0.212
H 1.4091 1.6983 0.0001 0.206
H 2.9155 1.2525 -0.8042 0.209
H 3.0598 -0.9057 -1.0605 0.457
```

The HOMO-LUMO gap is 9.82 eV. The spin multiplicity is 1. For the molecular weight, the calculation gives 102.18 u.

(C)
Computed, not measured: 2 unconnected molecules or ions with the total composition C6H14O, with wB97M-V/def2-TZVPD.

The geometry in XYZ format:
```
21
Properties=species:S:1:pos:R:3:nbo_charge:R:1
C 1.3164 1.3213 1.2087 -0.406
C 0.5858 0.5156 0.4352 0.021
C -0.4586 -0.3821 0.8957 -0.655
C 0.9420 0.4978 -1.0688 -0.422
C -0.2713 0.3157 -1.9994 -0.416
C -0.0101 -0.7696 -2.9915 -0.616
H 1.1144 1.5969 2.2389 0.195
H 2.2217 1.7791 0.8598 0.190
H -0.4545 -1.4171 0.5343 0.225
H -0.5737 -0.4974 1.9690 0.206
H -1.4721 -0.0843 0.5728 0.219
H 1.6655 -0.3653 -1.1703 0.206
H 1.4538 1.4030 -1.3432 0.217
H -0.4728 1.2815 -2.4810 0.206
H -1.2427 0.1538 -1.4764 0.206
H -0.5596 -0.6190 -3.9494 0.209
H -0.2173 -1.7757 -2.6301 0.206
H 0.9973 -0.9419 -3.3777 0.209
O -1.3682 -0.6188 4.9028 -0.949
H -2.2959 -0.4515 4.7312 0.476
H -0.9002 -0.9420 4.1393 0.474
```

The HOMO-LUMO gap is 9.89 eV. The spin multiplicity is 1. For the molecular weight, the calculation gives 102.18 u. Its SMILES is C=C(C)CCC.O.

(D)
Computed, not measured: C6H14O in the gas phase, with wB97M-V/def2-TZVPD.

The geometry in XYZ format:
```
21
Properties=species:S:1:pos:R:3:nbo_charge:R:1
C -0.6453 1.4394 -1.1479 -0.617
C 0.6825 0.8852 -0.6254 -0.215
C 1.6507 0.6190 -1.7819 -0.599
C 0.5490 -0.3961 0.2259 -0.408
C -0.7739 -0.6183 0.9430 0.097
C -0.7406 -1.8908 1.7854 -0.628
O -1.0128 0.5182 1.7640 -0.728
H -0.4659 2.3225 -1.7723 0.208
H -1.2884 1.7347 -0.3146 0.227
H -1.1831 0.7052 -1.7621 0.194
H 1.1175 1.6582 0.0195 0.200
H 1.8909 1.5395 -2.3255 0.207
H 1.2094 -0.0851 -2.5020 0.197
H 2.5913 0.1801 -1.4274 0.206
H 1.3467 -0.4086 0.9813 0.209
H 0.7130 -1.2659 -0.4210 0.200
H -1.5714 -0.7084 0.1866 0.155
H -0.0119 -1.7721 2.5944 0.213
H -0.4554 -2.7590 1.1817 0.213
H -1.7194 -2.1030 2.2333 0.203
H -1.8829 0.4054 2.1650 0.466
```

The HOMO-LUMO gap is 11.19 eV. The spin multiplicity is 1. For the molecular weight, the calculation gives 102.18 u. Its SMILES is CC(C)C[C@@H](C)O.

(D) is the most stable structure; the next one sits 32.2 kcal/mol above it.

(A)
Computed, not measured: 2 unconnected molecules or ions with the total composition C2H5OPS, with wB97M-V/def2-TZVPD.

The geometry in XYZ format:
```
10
Properties=species:S:1:pos:R:3:nbo_charge:R:1
C 1.5933 -0.1095 0.1460 -0.537
C -0.9656 -1.2148 -0.0021 -0.069
O -1.6772 -0.1803 0.4552 -0.683
P 1.2093 1.6961 0.2522 0.295
S 2.9488 -0.7560 -0.3621 0.155
H -0.1980 -1.4850 0.7884 0.194
H -1.0089 -1.5737 -1.0020 0.165
H -2.4556 0.1528 -0.1567 0.491
H 0.6305 1.8637 -0.9894 -0.012
H -0.0766 1.6067 0.8706 0.000
```

The HOMO-LUMO gap (alpha / beta) is 7.00 / 6.65 eV. The spin multiplicity is 1. For the molecular weight, the calculation gives 108.10 u.

(B)
Computed, not measured: 2 unconnected molecules or ions with the total composition C2H5OPS, with wB97M-V/def2-TZVPD.

The geometry in XYZ format:
```
10
Properties=species:S:1:pos:R:3:nbo_charge:R:1
P 0.5854 1.1283 0.1581 0.395
C 1.3188 -0.2307 0.8839 -0.635
S 2.5331 -0.9930 -0.0043 0.150
H 1.2972 2.0361 -0.5919 -0.053
H 0.3939 2.1469 1.2484 0.021
H 2.1033 -2.2766 0.2042 0.130
C -2.2851 -0.7012 -0.3380 0.276
O -2.5907 -1.0533 0.7446 -0.492
H -1.4453 -1.2814 -0.7106 0.098
H -2.7756 0.0105 -1.0836 0.112
```

The HOMO-LUMO gap is 7.89 eV. The spin multiplicity is 1. For the molecular weight, the calculation gives 108.10 u. Its SMILES is [PH2]#CS.C=O.

(B) is the most stable structure; the next one sits 8.4 kcal/mol above it.